1.
ORCA calculation (wB97M-V/def2-TZVPD) on a 12-piece molecular cluster, C41H104N12O12 overall at a distorted geometry.

Geometry as XYZ:
```
169
Properties=species:S:1:pos:R:3:mulliken_spin:R:1
C -1.6052 0.8283 -2.9424 0.000
C -0.3688 0.2857 -2.0661 0.000
C -0.0727 1.3019 -0.9593 0.000
O 0.9791 0.7476 -0.1206 0.000
C 1.2012 1.4040 1.1118 0.000
N -0.8006 -0.9491 -1.4498 -0.004
H -1.3193 1.7351 -3.4753 0.000
H -2.4679 0.9257 -2.2834 0.000
H -1.8652 0.1613 -3.7644 0.000
H 0.5958 0.1082 -2.5415 0.000
H -0.9275 1.3508 -0.2847 0.000
H 0.2941 2.2648 -1.3146 0.000
H 1.6377 2.3794 0.8966 0.000
H 1.7852 0.8245 1.8267 0.001
H 0.2858 1.5422 1.6872 0.001
H -0.8542 -1.6273 -2.1964 0.000
H 0.0940 -1.0315 -0.9882 0.000
C -5.5985 -0.3289 -1.1482 0.000
C -4.7328 -1.5667 -1.3444 -0.001
C -4.3156 -1.8316 -2.7684 0.001
O -5.4195 -1.7037 -3.6268 0.000
C -6.3146 -2.8610 -3.6708 0.000
N -3.5916 -1.4402 -0.3633 -0.003
H -5.8505 -0.1382 -0.1051 0.000
H -6.5639 -0.1724 -1.6295 0.000
H -4.9733 0.4767 -1.5333 0.000
H -5.4126 -2.3439 -0.9950 0.000
H -3.8367 -2.8064 -2.8605 0.000
H -3.6960 -1.0585 -3.2229 0.000
H -6.7864 -3.0502 -2.7066 0.000
H -5.7890 -3.7988 -3.8507 0.000
H -7.1509 -2.7226 -4.3560 0.000
H -2.8678 -0.7987 -0.6541 0.001
H -4.0482 -1.0862 0.4652 0.000
C 0.3088 5.4542 0.9660 0.000
C 1.0913 6.7080 0.6719 0.000
C 0.1483 7.8833 0.3166 0.000
O -0.2853 8.4212 1.5038 0.000
C -1.2642 9.4333 1.4040 0.000
N 2.0162 6.9655 1.7366 0.000
H 1.0138 4.6396 1.1318 0.000
H -0.4394 5.1925 0.2179 0.000
H -0.3029 5.6181 1.8532 0.000
H 1.6947 6.4406 -0.1955 0.000
H -0.7015 7.4776 -0.2322 0.000
H 0.6095 8.6933 -0.2485 0.000
H -1.2800 9.9300 2.3741 0.000
H -2.2033 9.0657 0.9904 0.000
H -0.8459 10.2122 0.7664 0.000
H 1.9444 6.2238 2.4184 0.000
H 1.5529 7.7339 2.2003 0.000
C 0.3243 -9.0179 -0.3505 0.000
C 0.8717 -8.3316 -1.6314 0.000
C 1.5836 -6.9864 -1.4755 0.001
O 0.7616 -5.9582 -1.0733 0.004
C 1.2589 -4.6847 -1.3551 0.002
N 1.6430 -9.3412 -2.3530 0.000
H 0.5381 -8.3543 0.4874 0.000
H 0.8245 -9.9767 -0.2144 0.000
H -0.7431 -9.2365 -0.3217 0.000
H -0.0642 -8.2078 -2.1763 0.000
H 2.2090 -6.8675 -2.3603 0.000
H 2.3029 -7.1622 -0.6756 0.000
H 2.2333 -4.5087 -0.8994 0.000
H 0.6617 -3.9297 -0.8439 -0.002
H 1.3916 -4.3823 -2.3939 0.000
H 2.3775 -9.6229 -1.7196 0.000
H 2.1087 -9.0584 -3.2035 0.000
C 4.1376 4.7460 7.2280 0.000
C 4.9145 3.4832 7.7443 0.000
C 4.4099 2.2082 7.0161 0.000
O 4.6476 2.2175 5.6005 0.000
C 3.8318 1.5820 4.6400 0.000
N 6.3380 3.7934 7.3943 0.000
H 4.3364 5.5128 7.9768 0.000
H 3.0677 4.5667 7.3340 0.000
H 4.4988 5.2746 6.3458 0.000
H 4.8439 3.4446 8.8313 0.000
H 3.3442 2.2430 7.2422 0.000
H 4.7429 1.2881 7.4963 0.000
H 4.1279 0.5358 4.5633 0.000
H 3.6827 2.0877 3.6860 0.000
H 2.8254 1.6733 5.0487 0.000
H 6.4150 3.7376 6.3888 0.000
H 6.7960 2.9146 7.5896 0.000
C -1.1823 -3.7429 -4.3227 0.000
O -0.8278 -2.7561 -3.6181 0.000
N -1.6532 -4.9026 -3.8393 0.000
C -2.1960 -5.8250 -4.8159 0.000
C -1.8469 -5.1574 -2.4641 0.003
H -1.3785 -3.7925 -5.4049 0.000
H -2.1033 -5.6276 -5.8838 0.000
H -3.2387 -6.1341 -4.7422 0.000
H -1.6339 -6.7180 -4.5425 0.000
H -1.6195 -6.1679 -2.1247 0.000
H -1.0363 -4.6445 -1.9463 -0.001
H -2.8284 -4.7496 -2.2223 -0.001
C 0.8598 4.1932 5.3969 0.000
O 0.5051 4.5678 4.2785 0.000
N 0.4562 3.0486 6.0068 0.000
C 0.6453 2.6041 7.3520 0.000
C -0.2868 2.0929 5.1503 -0.002
H 1.3217 4.8649 6.1369 0.000
H -0.2352 2.5829 7.9941 0.000
H 1.3161 3.3074 7.8455 0.000
H 1.0744 1.6024 7.3284 0.000
H 0.2535 1.2092 4.8110 0.002
H -1.1971 1.7620 5.6504 0.000
H -0.6861 2.5501 4.2450 0.000
C -1.2605 -1.9290 2.1660 -0.057
O -1.2540 -0.9137 2.9080 0.316
N -1.2444 -3.2487 2.6704 0.632
C -1.1760 -4.2832 1.7328 0.031
C -1.3027 -3.5269 4.1213 -0.016
H -1.1844 -2.0145 1.0710 -0.078
H -1.1765 -5.2679 2.2001 0.014
H -0.1963 -4.1475 1.2745 0.071
H -1.8698 -4.2541 0.8927 0.021
H -2.3187 -3.7084 4.4717 0.038
H -0.6526 -4.3696 4.3565 0.017
H -0.9146 -2.6910 4.7033 0.013
C -4.2146 -0.0029 -8.0871 0.000
O -3.6624 -0.8904 -8.8051 0.000
N -4.7165 -0.2652 -6.8943 0.000
C -4.8589 0.8192 -5.9558 0.000
C -4.8409 -1.6032 -6.3441 0.000
H -4.2193 1.0697 -8.3355 0.000
H -4.5940 0.4286 -4.9733 0.000
H -5.8788 1.1992 -5.8969 0.000
H -4.2744 1.6954 -6.2362 0.000
H -5.8060 -1.5391 -5.8415 0.000
H -4.8858 -2.4269 -7.0565 0.000
H -4.2365 -1.8791 -5.4800 0.000
C 1.5785 1.4615 -7.3230 0.000
O 2.0426 2.4422 -7.8782 0.000
N 0.2961 1.4480 -6.9495 0.000
C -0.3036 0.2402 -6.3722 0.000
C -0.6656 2.5875 -6.9038 0.000
H 2.0622 0.4845 -7.1690 0.000
H 0.1772 -0.6402 -6.7987 0.000
H -1.3240 0.1405 -6.7422 0.000
H -0.2439 0.1957 -5.2848 0.000
H -0.9256 2.8883 -5.8889 0.000
H -0.3412 3.4510 -7.4844 0.000
H -1.5413 2.3436 -7.5053 0.000
C 5.6017 3.9186 -0.9578 0.000
O 6.5328 3.4435 -0.3188 0.000
N 4.4259 3.3471 -1.2321 0.000
C 3.5317 4.0227 -2.0367 0.000
C 4.0813 2.0275 -0.7994 0.000
H 5.7015 4.9060 -1.4345 0.000
H 2.7699 4.3741 -1.3408 0.000
H 2.9243 3.4722 -2.7551 0.000
H 3.8711 4.7949 -2.7270 0.000
H 3.8228 1.5196 -1.7285 0.000
H 4.8919 1.4538 -0.3501 0.000
H 3.2646 2.0673 -0.0785 0.000
C 2.8155 -3.1991 6.0048 0.000
O 3.0299 -4.1674 5.3660 0.000
N 2.2129 -2.1206 5.5078 0.000
C 1.9214 -2.0670 4.0763 -0.008
C 1.9249 -1.0020 6.3588 -0.001
H 2.9723 -3.1242 7.0920 0.000
H 0.8952 -1.8274 3.7977 0.001
H 2.1070 -2.9813 3.5127 0.001
H 2.5395 -1.3139 3.5878 0.000
H 1.3481 -1.0598 7.2819 0.000
H 2.8806 -0.5179 6.5594 0.000
H 1.4337 -0.2221 5.7769 0.001
```

HOMO energy (alpha / beta): -10.29 / -10.29 eV
Total charge: +1
Maximum force: 4.5 eV Å⁻¹
Gap between HOMO and LUMO (alpha / beta): 6.5069 / 2.0475 eV
2S+1: 2
Total energy: -3183.87296 a.u.

2.
ORCA calculation (wB97M-V/def2-TZVPD) on C4HLiMgO4 as an isolated structure at a distorted geometry.

Geometry as XYZ:
```
11
Properties=species:S:1:pos:R:3:lowdin_charge:R:1
O -0.1885 0.8229 -0.0570 -0.036
C 0.6321 0.9599 -0.8231 0.107
C -1.7083 2.6699 2.3646 -0.098
C -1.0120 3.7887 2.1145 -0.049
H -0.4395 4.1369 1.2615 0.145
Li -1.7036 0.8209 1.4425 0.746
O -1.2639 4.7705 3.1216 0.206
C -1.8206 4.1411 4.0944 -0.599
O -2.1877 4.5347 5.2065 0.076
O -2.1273 2.8958 3.7463 -0.086
Mg -3.0886 2.7906 5.7168 1.590
```

HOMO energy: -17.17 eV
Total charge: +2
Maximum force: 1.7 eV Å⁻¹
Gap between HOMO and LUMO: 5.6376 eV
ΔE to the lowest compared entry with this formula, charge and spin: 0.0 kJ/mol
Total energy: -660.95379 a.u.

3.
ORCA calculation (wB97M-V/def2-TZVPD) on a 5-piece molecular cluster, C26H34FN6O2PS overall at a distorted geometry.

Geometry as XYZ:
```
71
Properties=species:S:1:pos:R:3:lowdin_charge:R:1
C -3.8339 -2.8699 2.3214 -0.164
C -2.4606 -3.6552 2.0667 -0.393
P -2.6242 -4.3944 0.3283 0.949
C -3.7689 -5.9046 0.4227 -0.255
N -1.0481 -4.9844 -0.2534 -0.442
N -0.1273 -3.9189 -0.3063 -0.031
C 0.0100 -3.4030 -1.4948 -0.333
C -1.1332 -3.0132 -2.4642 -0.055
C 1.4703 -3.0998 -1.9635 -0.027
S -0.4510 -6.3270 0.6418 0.711
O -0.9243 -6.3954 2.0395 -0.320
O -0.7522 -7.6170 -0.0393 -0.316
F 1.2022 -6.2422 0.7061 -0.206
H -3.5539 -1.8268 2.5829 0.062
H -4.3713 -3.3848 3.1494 0.068
H -4.4494 -2.9289 1.3922 0.042
H -1.5823 -2.9697 2.0454 0.066
H -2.3904 -4.4399 2.8493 0.061
H -3.2197 -6.8694 0.3571 0.025
H -4.3878 -5.8364 -0.5109 0.033
H -4.4844 -5.8369 1.2698 0.047
H -1.7916 -3.8685 -2.7551 0.078
H -1.8162 -2.2566 -1.9972 0.073
H -0.7092 -2.5053 -3.3648 0.074
H 1.9509 -2.3095 -1.3323 0.081
H 2.0627 -4.0378 -2.0092 0.086
H 1.4554 -2.6743 -2.9987 0.072
N -1.5777 0.3255 -0.1177 0.056
C -1.9399 1.5072 -0.6324 -0.166
C -1.0439 2.4339 -1.1403 -0.078
C 0.3067 2.1242 -1.1127 -0.086
C 0.7087 0.9085 -0.5833 -0.085
C -0.2672 0.0497 -0.1033 -0.163
H -3.0063 1.7056 -0.6286 0.102
H -1.3934 3.3739 -1.5461 0.104
H 1.0385 2.8236 -1.4990 0.106
H 1.7539 0.6342 -0.5434 0.077
H -0.0031 -0.9155 0.3181 0.092
N 3.4560 1.2067 1.2522 0.053
C 4.6230 0.5884 1.4694 -0.151
C 5.4041 0.7889 2.5956 -0.075
C 4.9555 1.6846 3.5538 -0.080
C 3.7507 2.3392 3.3510 -0.066
C 3.0433 2.0654 2.1920 -0.138
H 4.9337 -0.1002 0.6911 0.102
H 6.3388 0.2584 2.7195 0.101
H 5.5380 1.8701 4.4482 0.105
H 3.3684 3.0456 4.0757 0.104
H 2.0941 2.5508 1.9911 0.087
N 0.5519 2.6030 -4.7718 0.056
C 0.1910 3.7842 -5.2857 -0.156
C 1.0869 4.7125 -5.7914 -0.076
C 2.4376 4.4042 -5.7612 -0.082
C 2.8374 3.1872 -5.2319 -0.075
C 1.8608 2.3277 -4.7552 -0.162
H -0.8754 3.9819 -5.2847 0.102
H 0.7365 5.6520 -6.1977 0.101
H 3.1702 5.1037 -6.1456 0.105
H 3.8827 2.9113 -5.1905 0.101
H 2.1244 1.3629 -4.3348 0.101
N -0.3981 4.4409 2.6175 0.058
C -0.8166 3.1862 2.4143 -0.156
C -1.9079 2.6231 3.0558 -0.066
C -2.6071 3.4010 3.9648 -0.080
C -2.1921 4.7039 4.1944 -0.078
C -1.0900 5.1727 3.4983 -0.159
H -0.2364 2.6160 1.6964 0.076
H -2.2017 1.6022 2.8487 0.098
H -3.4656 2.9972 4.4883 0.105
H -2.7124 5.3413 4.8971 0.100
H -0.7299 6.1858 3.6414 0.100
```

HOMO energy: -8.54 eV
SMILES string: CCP(C)N(N=C(C)C)S(=O)(=O)F.c1ccncc1.c1ccncc1.c1ccncc1.c1ccncc1
Maximum force: 5.4 eV Å⁻¹
Gap between HOMO and LUMO: 8.7795 eV
Total energy: -2329.40366 a.u.

4.
ORCA calculation (wB97M-V/def2-TZVPD) on a 2-piece molecular cluster, C2H3F3NO overall at a distorted geometry.

Geometry as XYZ:
```
10
Properties=species:S:1:pos:R:3:lowdin_charge:R:1
C 0.5161 -0.5958 0.0908 0.065
C 1.8033 -0.0593 0.0173 0.024
N -2.2067 0.7036 -0.1472 -0.209
O -1.0599 0.9415 -0.2435 0.135
F 0.1524 -1.7673 0.3803 0.271
F -2.7620 0.3994 1.0566 0.135
F -2.8310 -0.1356 -1.0165 0.137
H 2.6283 -0.7240 0.2922 0.132
H 1.8255 0.8933 0.5761 0.150
H 1.9341 0.3442 -1.0061 0.158
```

HOMO energy (alpha / beta): -15.28 / -16.13 eV
Total charge: +1
Maximum force: 2.3 eV Å⁻¹
Gap between HOMO and LUMO (alpha / beta): 8.3628 / 9.2139 eV
ΔE to the lowest compared entry with this formula, charge and spin: 474.8 kJ/mol
Total energy: -506.96439 a.u.

The lowest total energy belongs to which entry?
C41H104N12O12

What is the maximum force in the first record?
4.5 eV Å⁻¹

Among the records above, which one has the lowest maximum force?
C4HLiMgO4